Entry 1:
Formula: C8H18N3O5P
Source: the Open Molecules 2025 dataset
Level of theory: ωB97M-V with the def2-TZVPD basis set

Each line ends with the natural charge from an NBO analysis.
Positions of all 35 atoms, in Å:
1 C 0.05 1.13 0.08  -0.65
2 C 1.21 0.34 -0.46  -0.06
3 C 1.50 0.72 -1.90  -0.26
4 N 2.44 -0.18 -2.56  -0.64
5 C 2.97 -1.24 -1.75  -0.32
6 C 1.97 -1.95 -0.82  -0.43
7 N 0.80 -1.10 -0.47  -0.38
8 C 0.17 -1.50 0.85  -0.22
9 C -1.36 -1.68 0.80  -0.55
10 C -1.94 -1.25 2.15  0.68
11 N -2.36 0.04 2.36  -0.87
12 O -1.99 -2.11 3.02  -0.64
13 H -0.09 2.03 -0.50  0.29
14 H -0.84 0.55 0.01  0.25
15 H 0.23 1.41 1.10  0.24
16 H 2.11 0.48 0.13  0.20
17 H 0.55 0.64 -2.43  0.19
18 H 1.78 1.76 -1.92  0.22
19 H 2.06 -0.55 -3.42  0.35
20 H 3.82 -0.91 -1.16  0.18
21 H 3.36 -2.00 -2.41  0.20
22 H 1.60 -2.89 -1.21  0.19
23 H 2.48 -2.18 0.10  0.20
24 H 0.05 -1.17 -1.16  0.42
25 H 0.41 -0.77 1.59  0.24
26 H 0.60 -2.43 1.18  0.21
27 H -1.82 -1.14 -0.02  0.24
28 H -1.58 -2.73 0.66  0.22
29 H -2.58 0.65 1.54  0.48
30 H -1.81 0.57 3.02  0.41
31 O -4.25 3.87 0.98  -1.18
32 P -2.77 3.50 0.73  2.48
33 O -2.68 2.04 0.19  -1.29
34 O -1.94 3.58 2.04  -1.24
35 O -2.16 4.47 -0.32  -1.18

Properties
- Gap between HOMO and LUMO: 0.0629 Ha
- Net charge: -2
- DFT total energy: -32581.095 eV
- LUMO: 3.67 eV

Entry 2:
Formula: CH4BrN2
Source: the Open Molecules 2025 dataset
Level of theory: ωB97M-V with the def2-TZVPD basis set

Each line ends with the natural charge from an NBO analysis.
Positions of all 8 atoms, in Å:
1 C -0.47 -0.17 -0.06  0.33
2 N 0.73 -0.66 -0.01  -0.66
3 N -0.73 1.10 0.04  -0.70
4 Br 2.45 0.03 -0.18  0.39
5 H -1.26 -1.05 -0.16  0.27
6 H 0.87 -2.38 -0.07  0.52
7 H -1.60 1.53 0.00  0.44
8 H 0.00 1.59 0.42  0.41

Properties
- Relative energy (zero: lowest compared OMol25 entry of this formula, charge and spin): 111.2 kcal/mol
- Gap between HOMO and LUMO (spin up / spin down): 0.3027 / 0.3027 Ha
- Net charge: +1
- DFT total energy: -74113.092 eV
- LUMO (spin up / spin down): -6.77 / -6.77 eV

Entry 3:
Formula: C7H12BrN5
Source: the Open Molecules 2025 dataset
Level of theory: ωB97M-V with the def2-TZVPD basis set

Each line ends with the natural charge from an NBO analysis.
Positions of all 25 atoms, in Å:
1 C 0.18 1.99 0.65  -0.17
2 C -0.84 1.54 0.01  0.16
3 C -1.73 0.78 -0.67  0.36
4 C -0.91 -1.55 -0.27  0.63
5 C 1.62 1.69 0.28  -0.47
6 C 1.82 0.16 0.24  0.16
7 C 1.53 -0.51 1.57  -0.69
8 N 0.28 -1.42 -0.78  -0.22
9 N -1.87 -0.56 -0.29  -0.58
10 N -1.31 -2.75 0.12  -0.71
11 N -2.51 1.25 -1.65  -0.61
12 N 1.13 -0.45 -0.87  -0.26
13 Br 3.82 -0.11 -0.26  0.10
14 H 0.05 2.65 1.50  0.31
15 H 1.86 2.14 -0.68  0.27
16 H 2.29 2.11 1.03  0.28
17 H 0.52 -0.30 1.91  0.22
18 H 2.22 -0.15 2.32  0.28
19 H 1.67 -1.59 1.49  0.25
20 H -2.82 -0.92 -0.37  0.44
21 H -0.66 -3.53 0.10  0.46
22 H -2.27 -2.97 0.37  0.44
23 H -2.51 2.24 -1.87  0.45
24 H -3.18 0.67 -2.14  0.44
25 H 1.61 -0.41 -1.77  0.45

Properties
- Relative energy (zero: lowest compared OMol25 entry of this formula, charge and spin): 0.0 kcal/mol
- Gap between HOMO and LUMO (spin up / spin down): 0.2852 / 0.2330 Ha
- Net charge: +2
- DFT total energy: -84926.360 eV
- LUMO (spin up / spin down): -9.28 / -10.54 eV

Entry 4:
Formula: C3H3ClOS
Source: the Open Molecules 2025 dataset
Level of theory: ωB97M-V with the def2-TZVPD basis set

Each line ends with the natural charge from an NBO analysis.
Positions of all 9 atoms, in Å:
1 C 0.38 -0.05 -1.58  -0.26
2 C -0.06 -0.05 -0.23  -0.34
3 C -1.23 -0.05 2.14  0.24
4 H -0.21 0.47 -2.46  0.24
5 H 0.50 -0.40 0.68  0.26
6 H -1.87 0.60 2.87  0.14
7 O -0.28 -0.71 2.38  -0.53
8 S -1.66 0.59 0.58  0.23
9 Cl 2.11 -0.21 -1.85  0.01

Properties
- Relative energy (zero: lowest compared OMol25 entry of this formula, charge and spin): 37.1 kcal/mol
- Gap between HOMO and LUMO: 0.3454 Ha
- SMILES: O=CS/C=C/Cl
- Net charge: 0
- DFT total energy: -28562.574 eV
- LUMO: 0.23 eV

Entry 5:
Formula: C6H15InNO2
Source: the Open Molecules 2025 dataset
Level of theory: ωB97M-V with the def2-TZVPD basis set

Each line ends with the natural charge from an NBO analysis.
Positions of all 25 atoms, in Å:
1 In -0.59 -2.40 0.20  1.20
2 C -0.77 -0.52 3.68  -0.30
3 O 0.04 -0.66 2.55  -0.42
4 C 0.72 0.58 2.45  -0.10
5 C 1.40 0.79 1.03  -0.27
6 N 0.38 0.50 -0.02  -0.29
7 C 0.93 0.78 -1.41  -0.28
8 C -0.20 0.55 -2.48  -0.10
9 O -0.48 -0.80 -2.34  -0.35
10 C -1.32 -1.41 -3.29  -0.30
11 H -1.57 0.21 3.57  0.24
12 H -0.28 -0.44 4.65  0.27
13 H -1.22 -1.52 3.69  0.22
14 H 1.59 0.66 3.10  0.29
15 H 0.15 1.51 2.47  0.23
16 H 2.17 0.04 0.88  0.26
17 H 1.80 1.80 0.95  0.33
18 H -0.44 1.08 0.06  0.42
19 H 1.80 0.19 -1.69  0.27
20 H 1.25 1.82 -1.45  0.32
21 H 0.18 0.74 -3.49  0.29
22 H -1.05 1.20 -2.27  0.26
23 H -2.18 -0.82 -3.60  0.27
24 H -1.63 -2.43 -3.07  0.25
25 H -0.68 -1.46 -4.17  0.29

Properties
- Relative energy (zero: lowest compared OMol25 entry of this formula, charge and spin): 42.7 kcal/mol
- Gap between HOMO and LUMO: 0.1255 Ha
- Net charge: +3
- DFT total energy: -17184.777 eV
- LUMO: -18.22 eV

Entry 6:
Formula: H28O14
Source: the Open Molecules 2025 dataset
Level of theory: ωB97M-V with the def2-TZVPD basis set

Each line ends with the natural charge from an NBO analysis.
Positions of all 42 atoms, in Å:
1 O 6.32 13.63 -9.13  -0.92
2 H 6.00 14.53 -9.11  0.49
3 H 7.25 13.74 -8.99  0.46
4 O 6.39 12.02 -3.49  -0.95
5 H 6.36 11.75 -2.60  0.46
6 H 7.34 12.03 -3.58  0.50
7 O 7.37 9.35 -8.39  -0.97
8 H 6.70 9.80 -7.87  0.49
9 H 6.87 8.71 -8.93  0.47
10 O 7.11 12.24 -6.65  -0.99
11 H 7.28 11.49 -6.12  0.50
12 H 7.58 12.95 -6.15  0.49
13 O 9.25 12.18 -3.58  -0.99
14 H 9.70 12.25 -4.44  0.51
15 H 9.90 12.46 -2.94  0.48
16 O 5.49 15.23 -3.75  -0.95
17 H 5.75 14.99 -2.87  0.46
18 H 5.98 14.76 -4.39  0.49
19 O 5.06 9.93 -4.76  -0.99
20 H 4.31 9.72 -4.24  0.47
21 H 5.67 10.50 -4.21  0.52
22 O 8.06 9.89 -5.36  -0.97
23 H 7.96 9.06 -5.82  0.50
24 H 8.95 9.91 -5.00  0.48
25 O 4.35 11.91 -8.91  -1.00
26 H 4.55 10.99 -8.61  0.48
27 H 5.18 12.38 -8.72  0.48
28 O 7.79 16.14 -7.49  -0.93
29 H 8.19 16.82 -8.06  0.48
30 H 8.16 15.33 -7.79  0.46
31 O 5.59 14.35 -6.50  -0.98
32 H 6.09 13.58 -6.82  0.49
33 H 5.04 13.94 -5.84  0.47
34 O 4.90 9.68 -7.36  -0.98
35 H 4.44 8.88 -7.30  0.47
36 H 4.91 9.91 -6.42  0.51
37 O 8.24 14.43 -5.32  -0.96
38 H 8.05 15.31 -5.51  0.50
39 H 8.45 14.57 -4.41  0.48
40 O 10.46 12.53 -6.26  -0.96
41 H 10.67 13.40 -5.86  0.48
42 H 9.75 12.66 -6.91  0.50

Properties
- Relative energy (zero: lowest compared OMol25 entry of this formula, charge and spin): 40.5 kcal/mol
- Gap between HOMO and LUMO: 0.3227 Ha
- Net charge: 0
- DFT total energy: -29119.893 eV
- LUMO: -0.33 eV

Entry 7:
Formula: C6H12Cl6F10Mg2N5O20S10
Source: the Open Molecules 2025 dataset
Level of theory: ωB97M-V with the def2-TZVPD basis set

Each line ends with the Löwdin charge.
Positions of all 71 atoms, in Å:
1 Mg -2.81 7.05 -7.35  1.51
2 Mg -7.37 5.26 -11.83  1.40
3 N -0.04 7.13 -7.09  -0.33
4 S 0.87 8.05 -5.93  0.59
5 O 1.10 9.41 -6.34  -0.23
6 O 1.71 7.31 -5.02  -0.24
7 F -0.46 8.26 -5.03  -0.24
8 S 1.21 6.39 -7.55  0.46
9 O 1.42 5.11 -6.93  -0.27
10 O 2.34 7.16 -8.10  -0.25
11 F 0.44 5.97 -8.99  -0.26
12 N -9.01 3.03 -12.51  -0.31
13 S -8.59 1.42 -13.10  0.59
14 O -8.90 0.98 -14.48  -0.25
15 O -8.35 0.48 -12.02  -0.25
16 F -7.10 1.87 -13.39  -0.23
17 S -10.45 2.59 -12.64  0.40
18 O -10.99 1.70 -11.66  -0.23
19 O -11.08 2.72 -13.97  -0.27
20 F -10.95 4.04 -12.00  -0.27
21 N -1.98 12.45 -8.22  -0.24
22 S -3.37 11.92 -7.35  0.53
23 O -3.36 10.47 -7.22  -0.36
24 O -4.64 12.59 -7.40  -0.26
25 F -2.81 12.41 -5.96  -0.19
26 S -2.85 12.59 -9.54  0.43
27 O -3.61 13.81 -9.65  -0.30
28 O -3.41 11.35 -10.16  -0.34
29 F -1.67 12.93 -10.49  -0.19
30 N -4.49 5.16 -11.44  -0.30
31 S -3.43 4.15 -10.54  0.60
32 O -3.13 4.65 -9.17  -0.33
33 O -2.51 3.33 -11.28  -0.21
34 F -4.61 3.09 -10.29  -0.20
35 S -3.34 6.21 -11.62  0.44
36 O -2.32 5.96 -12.56  -0.21
37 O -2.98 6.87 -10.37  -0.30
38 F -4.25 7.27 -12.49  -0.21
39 N -8.02 7.28 -9.87  -0.32
40 S -8.66 8.68 -9.62  0.42
41 O -7.79 9.67 -9.10  -0.23
42 O -10.11 8.77 -9.31  -0.28
43 F -8.63 9.14 -11.13  -0.19
44 S -7.66 7.05 -8.18  0.64
45 O -8.62 7.41 -7.13  -0.24
46 O -6.21 7.13 -7.97  -0.32
47 F -7.92 5.44 -8.32  -0.24
48 Cl -7.61 6.97 -15.60  0.54
49 C -7.11 8.13 -16.86  -0.69
50 C -8.18 8.66 -17.77  -0.60
51 Cl -9.39 9.58 -16.74  0.49
52 H -6.38 7.73 -17.56  0.08
53 H -6.56 8.98 -16.45  0.08
54 H -8.74 7.85 -18.24  0.07
55 H -7.91 9.35 -18.58  0.08
56 Cl 2.20 6.88 -13.69  0.52
57 C 1.89 8.20 -14.86  -0.66
58 C 2.14 9.53 -14.24  -0.71
59 Cl 1.24 9.70 -12.77  0.58
60 H 0.92 8.03 -15.34  0.07
61 H 2.66 8.08 -15.62  0.06
62 H 1.74 10.32 -14.88  0.07
63 H 3.14 9.76 -13.88  0.07
64 Cl -0.66 3.32 -18.72  0.52
65 C -0.84 3.56 -16.97  -0.64
66 C -2.02 2.77 -16.42  -0.65
67 Cl -3.65 3.32 -16.92  0.51
68 H -0.91 4.64 -16.82  0.07
69 H 0.09 3.21 -16.51  0.07
70 H -2.09 2.95 -15.35  0.06
71 H -2.05 1.69 -16.52  0.07

Properties
- Relative energy (zero: lowest compared OMol25 entry of this formula, charge and spin): 332.7 kcal/mol
- Gap between HOMO and LUMO: 0.1185 Ha
- Net charge: -1
- DFT total energy: -276355.321 eV
- LUMO: -4.01 eV

Entry 8:
Formula: C20H65BIN2O13
Source: the Open Molecules 2025 dataset
Level of theory: ωB97M-V with the def2-TZVPD basis set

Each line ends with the Löwdin charge.
Positions of all 102 atoms, in Å:
1 C -7.74 0.39 -0.42  -0.16
2 C -6.70 0.40 0.85  -0.25
3 C -7.00 -0.82 1.95  -0.21
4 C -5.78 -0.87 3.06  -0.22
5 C -5.12 -2.36 3.27  -0.22
6 C -4.68 -3.11 1.87  -0.22
7 C -3.77 -4.47 2.11  -0.20
8 C -2.60 -4.69 0.95  -0.23
9 C -1.60 -3.37 0.82  -0.23
10 C -0.12 -3.92 0.37  -0.23
11 C 0.89 -2.73 -0.17  -0.22
12 C 2.43 -3.29 -0.36  -0.23
13 C 3.41 -2.32 -1.24  -0.22
14 C 4.04 -1.05 -0.41  -0.19
15 C 4.73 0.02 -1.50  -0.20
16 C 4.23 1.56 -1.25  -0.18
17 C 5.31 2.46 -0.36  -0.15
18 C 5.95 3.72 -1.13  -0.13
19 N 5.11 4.87 -1.53  -0.03
20 C 3.66 4.92 -1.26  -0.11
21 C 3.34 6.41 -0.57  -0.61
22 O 3.37 7.56 -1.24  -0.07
23 I 2.92 6.35 1.62  0.83
24 B 5.29 5.05 -3.06  -0.46
25 N 4.89 3.99 -4.09  0.14
26 O 5.82 6.33 -3.61  0.06
27 H -7.61 -0.57 -1.10  0.08
28 H -8.88 0.52 -0.10  0.06
29 H -7.49 1.34 -1.10  0.07
30 H -6.91 1.41 1.44  0.10
31 H -5.58 0.34 0.49  0.10
32 H -7.12 -1.80 1.31  0.10
33 H -8.00 -0.57 2.56  0.10
34 H -4.93 -0.14 2.71  0.11
35 H -6.23 -0.50 4.09  0.11
36 H -4.12 -2.19 3.90  0.11
37 H -5.80 -3.04 3.95  0.12
38 H -4.16 -2.30 1.21  0.10
39 H -5.65 -3.46 1.26  0.11
40 H -4.52 -5.38 1.97  0.11
41 H -3.34 -4.51 3.21  0.11
42 H -3.05 -4.91 -0.12  0.12
43 H -1.92 -5.59 1.27  0.09
44 H -1.60 -2.87 1.89  0.12
45 H -2.08 -2.65 0.03  0.08
46 H 0.31 -4.52 1.29  0.12
47 H -0.32 -4.73 -0.48  0.12
48 H 0.44 -2.28 -1.15  0.11
49 H 0.92 -1.89 0.66  0.11
50 H 2.33 -4.31 -0.96  0.10
51 H 2.88 -3.59 0.70  0.13
52 H 4.30 -3.02 -1.63  0.09
53 H 2.80 -1.91 -2.17  0.12
54 H 3.17 -0.56 0.20  0.10
55 H 4.89 -1.36 0.35  0.12
56 H 5.92 -0.09 -1.53  0.11
57 H 4.33 -0.33 -2.56  0.11
58 H 3.20 1.53 -0.66  0.08
59 H 4.08 2.18 -2.26  0.10
60 H 4.71 2.88 0.59  0.11
61 H 6.16 1.78 0.10  0.13
62 H 6.84 4.13 -0.46  0.17
63 H 6.49 3.30 -2.11  0.14
64 H 5.55 5.75 -1.13  0.20
65 H 3.07 4.95 -2.30  0.17
66 H 3.17 4.15 -0.55  0.10
67 H 5.59 4.11 -4.88  0.11
68 H 3.92 4.15 -4.46  0.11
69 H 5.03 6.93 -3.84  0.15
70 O 1.84 2.41 0.59  -0.07
71 H 1.31 3.11 0.17  0.05
72 H 2.02 2.75 1.48  0.06
73 O 6.51 -2.13 -2.88  -0.06
74 H 6.64 -2.33 -3.81  0.05
75 H 7.04 -2.79 -2.41  0.05
76 O 4.49 -5.32 -2.01  -0.07
77 H 3.74 -5.93 -1.92  0.04
78 H 4.85 -5.25 -1.11  0.04
79 O -2.71 -7.83 0.69  -0.07
80 H -2.58 -8.03 -0.25  0.04
81 H -2.18 -8.49 1.15  0.04
82 O -1.29 1.66 1.17  -0.06
83 H -0.37 1.71 0.86  -0.01
84 H -1.70 1.00 0.58  0.03
85 O 6.91 1.94 2.43  -0.07
86 H 7.10 1.98 3.38  0.05
87 H 6.55 2.82 2.23  0.02
88 O -3.25 -1.02 -1.39  -0.07
89 H -2.80 -1.18 -2.23  0.04
90 H -4.18 -0.98 -1.63  0.04
91 O -8.33 1.04 4.12  -0.07
92 H -7.48 1.46 4.29  0.01
93 H -8.75 1.62 3.47  0.04
94 O -5.98 3.22 4.22  -0.06
95 H -5.12 3.64 4.39  0.05
96 H -6.40 3.80 3.56  0.05
97 O 8.38 2.90 -3.82  -0.05
98 H 7.59 3.43 -4.01  -0.01
99 H 8.99 3.12 -4.54  0.06
100 O -10.57 1.95 0.01  -0.08
101 H -9.96 2.45 -0.55  0.03
102 H -11.37 1.86 -0.54  0.05

Properties
- Gap between HOMO and LUMO: 0.2463 Ha
- Net charge: +1
- DFT total energy: -60154.298 eV
- LUMO: -4.32 eV